Computed, not measured: a single C3H5NO molecule in a non-equilibrium geometry, with ωB97M-V/def2-TZVPD.

Geometry as XYZ:
```
10
C3H5NO (ωB97M-V/def2-TZVPD)
C -0.828 -1.181 -1.243
C -0.348 -0.048 -0.684
C 0.153 0.895 1.427
N -0.745 0.648 0.624
O 1.472 0.712 1.539
H -0.417 -1.590 -2.334
H 0.469 0.506 -1.225
H -0.080 1.616 2.142
H -1.659 -1.934 -0.994
H 1.984 0.375 0.749
```

Properties
SMILES: C=C/N=C\O
Max |F| (eV/A): 5.50
2S+1: 1
Energy relative to the best compared isomer or geometry (same formula, charge and spin) (eV): 2.388
Gap between HOMO and LUMO (eV): 10.1

Results of the Mulliken charge analysis, in e, for atoms 1 through 5: number 1, C, carries -0.591; number 2, C, carries -0.083; number 3, C, carries 0.162; number 4, N, carries -0.405; number 5, O, carries -0.482



Computed, not measured: a molecular structure, C3H5NO2, with ωB97M-V/def2-TZVPD.

Geometry as XYZ:
```
11
C3H5NO2 (ωB97M-V/def2-TZVPD)
O -1.000 -0.971 -1.397
C -0.666 -0.483 -0.143
C 0.752 -0.620 0.524
N 0.568 0.782 0.971
C -0.317 0.994 -0.068
O -0.516 1.913 -0.824
H -1.173 -0.200 -1.961
H -1.407 -0.784 0.607
H 0.865 -1.357 1.323
H 1.570 -0.701 -0.200
H 1.323 1.427 1.168
```

Properties
Max |F| (eV/A): 0.58
2S+1: 1
Energy relative to the best compared isomer or geometry (same formula, charge and spin) (eV): 1.404
Gap between HOMO and LUMO (eV): 11.1

Results of the Mulliken charge analysis, in e, for atoms 1 through 5: number 1, O, carries -0.528; number 2, C, carries 0.118; number 3, C, carries -0.411; number 4, N, carries -0.305; number 5, C, carries 0.379



> gap between HOMO and LUMO of number 2 (C3H5NO2)?

11.1 eV



> The lowest gap between HOMO and LUMO belongs to which entry?

C3H5NO